[1]
A 7-piece molecular cluster, C4H27NO9PS overall, computed with the ωB97M-V functional and the def2-TZVPD basis.

charge = -1
Kohn-Sham gap = 5.5 eV
LUMO = 2.32 eV
calculated total energy = -44623.94118 eV

Cartesian coordinates (Å):
N (0.1660, 0.3477, 3.3846)
C (-0.9464, 0.8623, 2.5861)
C (-0.7667, 0.6694, 1.0820)
O (0.1576, 1.6294, 0.5390)
C (-0.4101, -0.7511, 0.6578)
P (1.4337, -1.4037, 0.6511)
C (1.7842, -0.5665, -1.1230)
S (3.1401, 0.4897, -1.2758)
O (3.4451, 1.2627, -0.1043)
O (3.0576, 1.2329, -2.5282)
H (0.6377, 1.0777, 3.8911)
H (-0.1385, -0.3665, 4.0239)
H (-1.1097, 1.9243, 2.7941)
H (-1.8500, 0.3133, 2.8615)
H (-1.7624, 0.8986, 0.6637)
H (-0.3397, 2.3580, 0.1810)
H (-0.9378, -1.4403, 1.3273)
H (-0.8311, -0.9072, -0.3416)
H (0.9211, -2.5917, -0.0747)
H (2.8070, -1.9964, 0.5545)
H (1.9565, -0.2688, 1.3474)
H (1.2257, -2.1051, 1.9380)
H (2.0112, -1.4009, -1.7975)
H (0.9086, -0.0695, -1.5293)
H (4.1538, -0.3904, -1.4495)
O (-2.5076, -0.0043, 5.3371)
H (-2.4756, 0.2773, 6.2555)
H (-3.4416, 0.0022, 5.1094)
O (1.7588, -3.3805, -2.9362)
H (2.4681, -3.8737, -3.3655)
H (1.1674, -3.1213, -3.6486)
O (-0.9988, 1.0093, -2.7284)
H (-0.3394, 1.6439, -2.4152)
H (-1.2943, 1.3599, -3.5748)
O (-3.0773, 3.0469, -1.9884)
H (-3.5992, 3.1705, -2.7862)
H (-2.5519, 2.2462, -2.1428)
O (-4.4911, 5.6124, -0.8330)
H (-3.8666, 6.2959, -1.0887)
H (-4.1021, 4.7976, -1.1723)
O (3.1235, -5.7846, -2.3381)
H (3.2281, -6.6568, -1.9517)
H (2.2862, -5.4489, -1.9910)

Atomic partial charges in e from the natural (NBO) method, atoms 1 to 6:
1. N -0.84
2. C -0.23
3. C 0.09
4. O -0.74
5. C -0.75
6. P 0.66



[2]
A 11-piece molecular cluster, C40H111N9O11 overall in a non-equilibrium geometry, computed with the ωB97M-V functional and the def2-TZVPD basis.

charge = 0
Kohn-Sham gap = 8.8 eV
LUMO = 0.36 eV
calculated total energy = -79205.12766 eV

Cartesian coordinates (Å):
C (-2.3554, -3.0124, -4.4354)
O (-1.1834, -3.7153, -4.7689)
C (0.0702, -3.0536, -4.5759)
C (0.2847, -2.0228, -5.6843)
C (1.7446, -1.9010, -6.1268)
N (-0.0987, -0.6519, -5.3130)
H (-3.1468, -3.7385, -4.6207)
H (-2.5508, -2.2947, -5.2322)
H (-2.3782, -2.5549, -3.4463)
H (0.1569, -2.7052, -3.5467)
H (0.8325, -3.8282, -4.6605)
H (-0.3991, -2.2482, -6.5027)
H (1.8677, -1.1793, -6.9343)
H (2.0273, -2.9205, -6.3889)
H (2.3832, -1.6335, -5.2849)
H (0.4171, -0.4605, -4.4661)
H (-1.0261, -0.7396, -4.9227)
C (2.3399, 1.0962, 2.4015)
O (2.2724, 2.3593, 3.0057)
C (3.4052, 2.9957, 3.5351)
C (2.8850, 4.1772, 4.3902)
C (4.0691, 4.9062, 5.1199)
N (2.0069, 3.7373, 5.4006)
H (2.6198, 0.4094, 3.2003)
H (3.1472, 1.0502, 1.6706)
H (1.4229, 0.8104, 1.8862)
H (3.9368, 2.2582, 4.1362)
H (4.0420, 3.3738, 2.7354)
H (2.4553, 4.8702, 3.6669)
H (3.7349, 5.7397, 5.7376)
H (4.6117, 5.2832, 4.2530)
H (4.7001, 4.2326, 5.6998)
H (2.5419, 3.2967, 6.1352)
H (1.4114, 3.0483, 4.9638)
C (8.4154, 2.4049, -0.4998)
O (7.2568, 2.0169, 0.0475)
C (7.3479, 1.1571, 1.1977)
C (5.8357, 0.7111, 1.4678)
C (5.7890, 0.1097, 2.8505)
N (5.3233, -0.3007, 0.5415)
H (8.1962, 3.1787, -1.2355)
H (8.8194, 1.4835, -0.9189)
H (9.1678, 2.7319, 0.2179)
H (8.0800, 0.3759, 0.9933)
H (7.8107, 1.6699, 2.0409)
H (5.2144, 1.6065, 1.4884)
H (5.9647, 0.9496, 3.5226)
H (6.4584, -0.7290, 3.0418)
H (4.7322, -0.1224, 2.9825)
H (4.3142, -0.3419, 0.5408)
H (5.5671, -0.0343, -0.4017)
C (0.6179, 5.0446, -2.6373)
O (0.0784, 4.0345, -1.7563)
C (0.2508, 4.1806, -0.3423)
C (-0.3624, 2.8946, 0.2244)
C (-1.8401, 2.6350, -0.0441)
N (-0.1650, 2.9321, 1.6966)
H (0.0600, 4.9245, -3.5659)
H (1.6836, 4.8188, -2.6749)
H (0.4484, 6.0499, -2.2518)
H (1.3267, 4.3130, -0.2287)
H (-0.4528, 4.9601, -0.0502)
H (0.2068, 2.0251, -0.1046)
H (-2.2268, 1.7158, 0.3959)
H (-2.0092, 2.6190, -1.1208)
H (-2.5810, 3.3825, 0.2393)
H (0.8165, 2.9093, 1.9340)
H (-0.5281, 2.1484, 2.2202)
C (4.0509, 3.1170, -0.8088)
O (3.9515, 2.0810, -1.7800)
C (2.7743, 1.3296, -1.6582)
C (2.3158, 0.8384, -3.0042)
C (1.8079, 1.9075, -3.9549)
N (1.1918, -0.0524, -2.8302)
H (5.0749, 3.4660, -0.9426)
H (3.9540, 2.7960, 0.2283)
H (3.4202, 3.9861, -0.9961)
H (3.0003, 0.5034, -0.9842)
H (1.8577, 1.8056, -1.3098)
H (3.1908, 0.3952, -3.4797)
H (1.1079, 2.5753, -3.4528)
H (1.3189, 1.5265, -4.8515)
H (2.6584, 2.5077, -4.2782)
H (1.2089, -0.5949, -1.9785)
H (0.3799, 0.5470, -2.7886)
C (5.2004, -2.3927, -5.1114)
O (4.5514, -3.1784, -4.1101)
C (4.5396, -2.5486, -2.8380)
C (3.7554, -3.4755, -1.7795)
C (2.3687, -3.8976, -2.0626)
N (3.8504, -2.9311, -0.4684)
H (4.6929, -1.4291, -5.1572)
H (5.1056, -2.8973, -6.0729)
H (6.2717, -2.2919, -4.9377)
H (5.5445, -2.2466, -2.5428)
H (3.9656, -1.6222, -2.8581)
H (4.3506, -4.3887, -1.7808)
H (2.3946, -4.2174, -3.1043)
H (1.6644, -3.0670, -2.1094)
H (2.0662, -4.7952, -1.5232)
H (3.9655, -3.6971, 0.1797)
H (4.7030, -2.3960, -0.3863)
C (-5.6680, -3.0762, -2.2359)
O (-4.9003, -1.8609, -2.4853)
C (-5.6217, -0.7043, -2.0742)
C (-4.8890, 0.5956, -2.5814)
C (-3.3844, 0.6065, -2.2984)
N (-5.5493, 1.7237, -1.9345)
H (-5.9900, -3.2166, -1.2041)
H (-5.0660, -3.9582, -2.4543)
H (-6.4949, -3.1425, -2.9429)
H (-6.6423, -0.6554, -2.4536)
H (-5.6320, -0.5654, -0.9931)
H (-4.9782, 0.6189, -3.6675)
H (-3.1514, 1.6430, -2.5426)
H (-2.8155, -0.1299, -2.8660)
H (-3.1601, 0.4031, -1.2513)
H (-5.4252, 1.6623, -0.9341)
H (-5.0315, 2.5726, -2.1117)
C (-6.4527, -4.7414, 3.2199)
O (-5.9913, -3.4109, 3.0344)
C (-4.7134, -3.2127, 3.5499)
C (-4.7670, -2.1629, 4.6980)
C (-3.4711, -1.7526, 5.2481)
N (-5.5746, -2.5358, 5.8878)
H (-5.9665, -5.3930, 2.4938)
H (-7.4975, -4.9806, 3.0213)
H (-6.2476, -5.0857, 4.2335)
H (-4.2022, -4.1187, 3.8751)
H (-4.0430, -2.8121, 2.7895)
H (-5.1525, -1.2281, 4.2911)
H (-3.4355, -1.0307, 6.0640)
H (-2.9066, -1.2032, 4.4947)
H (-2.7961, -2.5940, 5.4049)
H (-4.9475, -3.1595, 6.3754)
H (-6.4126, -3.0412, 5.6381)
C (-4.5349, 0.3922, 1.4502)
O (-4.8929, 1.6152, 0.7918)
C (-5.0824, 2.8199, 1.5844)
C (-5.9180, 3.9821, 1.0036)
C (-5.7030, 5.1320, 1.9783)
N (-7.3297, 3.6368, 0.7417)
H (-4.2966, -0.4842, 0.8475)
H (-5.4232, 0.1060, 2.0133)
H (-3.7193, 0.5352, 2.1591)
H (-5.5572, 2.4542, 2.4949)
H (-4.0833, 3.2103, 1.7781)
H (-5.5464, 4.3299, 0.0398)
H (-6.2552, 4.9460, 2.8995)
H (-6.1038, 6.0518, 1.5525)
H (-4.6577, 5.1503, 2.2868)
H (-7.4471, 2.6347, 0.7870)
H (-7.6194, 3.8612, -0.1995)
C (-0.9116, -1.4417, 0.8143)
C (0.1299, -2.3140, 0.0957)
O (1.3389, -1.6213, 0.2732)
H (-0.4861, -1.3304, 1.8116)
H (-1.8975, -1.8807, 0.9673)
H (-0.9716, -0.4571, 0.3506)
H (-0.1344, -2.4145, -0.9570)
H (0.1067, -3.3393, 0.4651)
H (2.1284, -2.1576, 0.1701)
C (0.2319, -5.0213, 3.1532)
C (-1.1889, -4.4898, 3.1354)
O (-1.9246, -5.0619, 4.1567)
H (0.2415, -6.0966, 2.9748)
H (0.7718, -4.8388, 4.0823)
H (0.7119, -4.5479, 2.2967)
H (-1.7199, -4.7390, 2.2168)
H (-1.2591, -3.4106, 3.2719)
H (-2.1402, -5.9665, 3.9182)

Atomic partial charges in e from the Mulliken method, atoms 1 to 6:
1. C -0.63
2. O -0.57
3. C 0.86
4. C 0.21
5. C -1.30
6. N -0.74



[3]
C7H10O as an isolated structure in a non-equilibrium geometry, computed with the ωB97M-V functional and the def2-TZVPD basis.

charge = 0
Kohn-Sham gap = 9.5 eV
LUMO = 0.89 eV
calculated total energy = -9458.93155 eV

Cartesian coordinates (Å):
C (-1.6371, -0.9440, -0.0542)
C (-1.4916, 0.4767, -0.3930)
C (-0.3989, 0.8579, 0.6399)
C (0.0634, -1.0638, 0.1100)
C (1.6455, -1.0524, 0.0835)
C (1.7502, 0.2245, -0.3434)
C (0.9266, 1.3801, -0.0071)
H (-2.1993, -1.4502, -0.9913)
H (-2.2735, -1.3206, 0.7068)
H (-2.5335, 1.1561, -0.2133)
H (-1.0666, 0.7394, -1.5654)
H (-1.0697, 1.7714, 1.3177)
H (-0.0090, -0.4093, -0.6555)
H (2.1773, -1.8715, -0.5616)
H (2.1911, -1.2664, 1.1224)
H (2.9205, 0.4549, -0.4823)
H (1.0282, 2.5093, -0.0421)
O (-0.0235, -0.1919, 1.3289)

Atomic partial charges in e from the natural (NBO) method, atoms 1 to 6:
1. C -0.39
2. C -0.47
3. C 0.06
4. C 0.03
5. C -0.45
6. C -0.24